Record 1
22
Properties=species:S:1:pos:R:3:lowdin_charge:R:1 method="wB97M-V/def2-TZVPD" relative_energy_kj_mol=194.2 total_charge=+1 orbital_gap_ev=10.61
O -1.63 0.76 0.34 -0.028
N -3.86 0.91 0.04 0.149
N 2.12 -1.10 0.48 -0.010
N 0.72 0.42 -0.82 0.166
N 2.74 1.06 0.12 0.218
C -2.64 0.33 -0.24 -0.584
C 1.78 0.15 0.03 -0.397
C -2.70 -0.87 -1.11 -0.005
C 3.41 -1.51 1.11 -0.057
H -1.68 -0.98 -1.56 0.079
H 3.57 0.78 0.56 0.087
H 4.19 -1.80 0.31 0.124
H 3.74 -0.79 1.90 0.097
H -3.83 1.80 0.58 0.135
H -3.26 -0.47 -1.93 0.073
H 2.56 2.03 -0.07 0.140
H 3.01 -2.47 1.60 0.118
H 0.05 -0.33 -0.68 0.063
H -4.73 0.69 -0.46 0.122
H 1.29 -1.74 0.79 0.201
H 0.15 1.34 -0.72 0.159
H -3.08 -1.79 -0.49 0.149

=====

Record 2
22
Properties=species:S:1:pos:R:3:lowdin_charge:R:1 method="wB97M-V/def2-TZVPD" relative_energy_kj_mol=293.7 total_charge=+1 orbital_gap_ev=9.78
O -1.24 -1.80 1.73 0.090
N 2.16 -0.31 -0.91 0.156
N 2.08 -0.29 1.50 0.206
N -0.98 -1.83 -0.63 0.102
N 0.83 1.42 0.26 0.035
C -1.56 -1.41 0.66 -0.545
C -2.67 -0.40 0.39 -0.010
C 1.61 0.27 0.31 -0.263
C 0.32 2.08 -0.93 -0.055
H -3.10 -0.46 1.39 0.086
H -1.60 -1.74 -1.44 0.085
H 0.93 2.10 -1.77 0.056
H 0.32 3.18 -0.58 0.136
H -0.33 -2.58 -0.82 0.077
H -0.73 1.89 -1.17 0.088
H 0.97 2.07 1.02 0.151
H 2.33 -1.34 -1.02 0.138
H 2.17 0.05 2.43 0.126
H -2.48 0.70 0.19 0.099
H 2.30 -1.23 1.39 0.085
H 2.07 0.28 -1.76 0.114
H -3.43 -0.67 -0.22 0.041

=====

Record 3
22
Properties=species:S:1:pos:R:3:lowdin_charge:R:1 method="wB97M-V/def2-TZVPD" relative_energy_kj_mol=91.9 total_charge=+1 orbital_gap_ev=9.68 smiles="CS[C@@H](N)[NH2+]/N=C(/C)N"
S 0.38 -2.82 0.00 0.879
N 2.15 -1.04 -1.44 0.032
N -0.87 0.28 -0.15 0.089
N -0.10 -0.47 -1.15 -0.028
N 0.07 2.34 -0.97 0.173
C 1.13 -1.12 -0.50 -0.592
C -0.79 1.55 -0.24 -0.447
C -1.60 2.29 0.77 -0.013
C -0.52 -2.41 1.42 -0.467
H -2.03 3.07 0.19 0.067
H -0.83 -1.22 -1.56 0.203
H 0.80 2.19 -1.58 0.074
H -0.72 -3.22 1.97 -0.010
H 3.03 -1.36 -1.07 0.091
H 0.28 0.06 -2.02 0.178
H -2.31 1.65 1.35 0.107
H 1.91 -1.67 -2.31 0.153
H -0.16 3.33 -1.00 0.118
H -1.56 -2.00 1.23 0.064
H -0.84 2.97 1.45 0.157
H -0.16 -1.68 2.14 0.050
H 1.35 -0.58 0.41 0.121

=====

Record 4
22
Properties=species:S:1:pos:R:3:lowdin_charge:R:1 method="wB97M-V/def2-TZVPD" relative_energy_kj_mol=143.2 total_charge=0 orbital_gap_ev=10.04
N 1.04 -0.59 -0.42 -0.251
N 0.68 -1.91 -0.04 0.064
N 2.04 1.46 0.07 0.130
N 1.65 -0.20 1.74 0.102
N 1.61 -0.52 -1.71 0.041
C 1.63 0.23 0.54 -0.560
C -1.89 0.18 0.48 -0.265
C -1.94 1.42 -0.34 -0.110
C -2.77 -0.81 0.45 -0.028
H 2.77 1.91 0.59 0.093
H -3.62 -0.78 -0.22 0.052
H -0.91 0.03 1.05 0.086
H -2.78 1.40 -1.03 0.071
H 2.34 -1.22 -1.81 0.086
H -2.72 -1.64 1.13 0.048
H 0.88 -0.73 -2.39 0.084
H 1.23 -2.17 0.78 0.065
H -0.30 -1.88 0.23 0.048
H 2.13 1.53 -0.93 0.071
H -2.03 2.29 0.30 0.074
H 1.97 0.49 2.41 0.042
H -1.00 1.52 -0.88 0.057

=====

Record 5
22
Properties=species:S:1:pos:R:3:lowdin_charge:R:1 method="wB97M-V/def2-TZVPD" relative_energy_kj_mol=511.2 total_charge=0 orbital_gap_ev="7.03 / 7.03"
N 0.92 0.44 -0.31 -0.258
N -1.76 -0.87 -1.25 -0.065
N -1.50 -0.47 0.09 -0.086
N -0.14 -0.70 2.08 0.039
N -0.67 -1.07 -2.11 0.008
C -2.26 0.42 0.64 0.073
C 0.68 1.72 0.24 -0.189
C -0.14 -0.93 0.83 -0.297
C 2.28 -0.02 -0.16 -0.193
H 2.39 -1.03 -0.56 0.063
H -2.94 1.01 0.04 0.098
H -0.40 -2.05 -2.05 0.073
H 0.89 2.53 -0.48 0.076
H -0.39 1.82 0.51 0.047
H 0.42 -1.38 2.58 0.039
H -2.37 -0.18 -1.66 0.112
H 2.98 0.63 -0.70 0.077
H -2.22 0.52 1.71 0.084
H 1.26 1.91 1.16 0.073
H 0.11 -0.46 -1.81 0.049
H 2.59 -0.04 0.90 0.071
H 0.27 -1.80 0.32 0.107

=====

Record 6
22
Properties=species:S:1:pos:R:3:lowdin_charge:R:1 method="wB97M-V/def2-TZVPD" relative_energy_kj_mol=252.9 total_charge=0 orbital_gap_ev="6.48 / 6.09"
N -0.80 0.10 0.58 0.073
N -0.69 -1.36 2.38 0.095
N 0.29 2.12 0.03 0.099
N 1.22 -0.14 1.93 0.089
N 1.04 -0.54 -1.23 -0.042
C -1.26 1.12 -1.58 -0.051
C 0.70 -1.80 -0.73 -0.149
C -0.36 0.95 -0.40 -0.478
C 0.05 -0.52 1.55 -0.574
H -1.58 -0.98 2.69 0.083
H -0.73 1.64 -2.38 0.076
H -0.13 -1.66 3.17 0.083
H 0.90 -0.40 -2.23 0.096
H 1.96 -0.21 -0.95 0.096
H 0.77 2.02 0.92 0.067
H -1.57 0.15 -1.97 0.076
H -1.54 -0.52 0.29 0.128
H -2.15 1.70 -1.34 0.083
H 1.74 0.36 1.21 0.008
H 0.86 2.56 -0.67 0.083
H 1.33 -2.25 0.01 0.031
H -0.05 -2.33 -1.29 0.028